Formula: C21H38CdNO8
Source: the Open Molecules 2025 dataset
Level of theory: the ωB97M-V functional and the def2-TZVPD basis

The geometry in XYZ format:
```
69
Properties=species:S:1:pos:R:3:lowdin_charge:R:1
Cd -0.168 1.156 -0.309 1.41
C 1.089 -2.834 -2.208 -0.05
C 0.200 -3.141 -0.994 -0.50
C 0.476 -4.628 -0.649 -0.14
C 0.005 -4.956 0.771 -0.21
C 0.688 -4.006 1.784 -0.14
C 0.374 -2.537 1.471 -0.52
N 0.621 -2.233 0.067 -0.18
O 0.312 -0.922 -0.234 -0.37
C 1.344 -1.673 2.301 -0.04
C -1.062 -2.292 1.936 -0.03
C -1.313 -3.086 -1.324 -0.05
H 0.642 -3.253 -3.118 0.07
H 2.093 -3.221 -2.043 0.07
H 1.179 -1.773 -2.452 0.05
H 1.547 -4.826 -0.687 0.11
H -0.166 -5.362 -1.146 0.11
H 0.203 -6.006 1.014 0.10
H -1.084 -4.912 0.870 0.09
H 1.758 -4.234 1.704 0.11
H 0.345 -4.382 2.750 0.11
H 2.375 -1.952 2.085 0.07
H 1.145 -1.864 3.361 0.08
H 1.196 -0.600 2.170 0.05
H -1.827 -2.894 1.454 0.06
H -1.236 -1.230 1.729 0.07
H -1.178 -2.417 3.015 0.08
H -1.947 -3.548 -0.563 0.06
H -1.553 -3.711 -2.193 0.07
H -1.742 -2.094 -1.462 0.07
C -1.587 2.058 3.585 -0.01
C -1.377 1.900 2.250 -0.37
C -2.505 2.051 1.229 -0.38
O -2.285 1.797 -0.015 -0.18
C -3.708 2.616 1.613 -0.01
C -3.989 2.839 2.984 -0.37
C -2.865 2.502 4.046 -0.36
O -3.151 2.720 5.214 0.02
O -4.996 3.356 3.455 0.01
O -0.164 1.666 1.816 -0.21
H -0.768 1.970 4.285 0.11
H -4.439 2.811 0.840 0.10
C 3.556 1.662 1.670 -0.06
C 3.216 2.132 0.243 -0.28
O 2.108 1.363 -0.255 -0.19
H 2.821 2.060 2.370 0.08
H 4.451 2.206 1.994 0.07
H 3.628 0.579 1.666 0.07
H 4.066 2.048 -0.439 0.11
H 2.831 3.152 0.263 0.10
H 2.501 0.515 -0.511 0.09
C 1.697 5.106 -1.800 -0.09
C 0.428 4.315 -1.869 -0.31
O 0.203 3.490 -0.727 -0.14
H 1.827 5.817 -2.622 0.07
H 2.622 4.529 -1.902 0.07
H 1.764 5.690 -0.879 0.08
H 0.393 3.659 -2.744 0.10
H -0.414 4.984 -2.081 0.12
H 0.085 4.132 -0.013 0.11
C -1.250 -0.301 -4.192 -0.07
C -1.465 0.940 -3.331 -0.27
O -0.389 1.060 -2.404 -0.18
H -0.257 -0.274 -4.659 0.07
H -1.940 -0.388 -5.034 0.08
H -1.266 -1.214 -3.607 0.05
H -2.365 0.769 -2.736 0.12
H -1.739 1.837 -3.891 0.12
H 0.402 1.277 -2.913 0.10
```

net charge: -1
E_HOMO: -3.59 eV
ΔE to the lowest compared entry with this formula, charge and spin: 0.0 kJ/mol
M: 544.9 g/mol
LUMO: 1.971 eV

=====

Formula: C39H55Cl3IrNP2Si
Source: the Open Molecules 2025 dataset
Level of theory: the ωB97M-V functional and the def2-TZVPD basis

The geometry in XYZ format:
```
102
Properties=species:S:1:pos:R:3:mulliken_spin:R:1
Ir -0.054 0.630 -0.065 0.89
C -0.243 -1.008 3.627 0.01
Si -0.057 0.128 2.212 0.01
C -1.577 1.218 2.040 0.00
C -1.854 2.128 3.072 0.00
C -3.000 2.905 3.053 0.00
C -3.901 2.801 1.993 0.00
C -3.647 1.942 0.940 0.00
C -2.495 1.141 0.946 -0.05
P -2.219 -0.008 -0.438 0.16
C -3.155 -1.513 -0.105 -0.09
C -3.058 -2.558 -1.238 0.02
C -3.483 -3.951 -0.730 0.00
C -4.529 -3.861 0.381 0.00
C -3.995 -3.099 1.613 0.00
C -2.835 -2.160 1.247 0.03
C -2.678 0.571 -2.093 -0.02
C -1.697 1.630 -2.636 0.02
C -2.231 2.178 -3.961 0.00
C -3.520 2.989 -3.718 0.00
C -4.273 2.516 -2.465 0.00
C -4.158 0.997 -2.319 0.00
C 1.613 0.959 2.214 0.01
C 2.041 1.617 3.371 0.00
C 3.238 2.321 3.394 0.01
C 4.038 2.382 2.258 0.01
C 3.658 1.723 1.101 -0.01
C 2.469 0.986 1.073 -0.06
P 2.113 -0.021 -0.396 0.01
C 2.625 -1.718 -0.061 -0.02
C 2.356 -2.640 -1.261 0.04
C 2.647 -4.089 -0.856 0.01
C 3.986 -4.232 -0.092 0.00
C 4.838 -2.966 -0.164 0.00
C 4.102 -1.762 0.435 0.01
C 2.799 0.619 -1.940 0.01
C 4.275 0.310 -2.254 0.00
C 4.476 0.490 -3.769 0.00
C 3.673 1.676 -4.341 0.00
C 3.370 2.714 -3.265 0.00
C 2.500 2.125 -2.139 0.00
H -0.385 -0.358 4.497 0.00
H 0.638 -1.631 3.790 0.00
H -1.116 -1.657 3.546 0.00
H -1.177 2.225 3.914 0.00
H -3.212 3.576 3.875 0.00
H -4.810 3.387 1.996 0.00
H -4.360 1.876 0.133 0.00
H -4.174 -1.100 -0.052 0.00
H -2.032 -2.614 -1.617 -0.01
H -3.698 -2.258 -2.070 0.00
H -2.608 -4.488 -0.357 0.00
H -3.867 -4.529 -1.568 0.00
H -4.837 -4.863 0.671 0.00
H -5.431 -3.379 -0.004 0.00
H -3.659 -3.797 2.379 0.00
H -4.797 -2.511 2.064 0.00
H -1.898 -2.719 1.154 0.01
H -2.705 -1.411 2.032 0.01
H -2.504 -0.356 -2.655 0.00
H -0.704 1.181 -2.769 0.00
H -1.606 2.465 -1.933 0.00
H -2.416 1.344 -4.642 0.00
H -1.477 2.804 -4.437 0.00
H -4.170 2.905 -4.589 0.00
H -3.280 4.048 -3.617 0.00
H -5.324 2.794 -2.533 0.00
H -3.875 3.016 -1.578 0.00
H -4.481 0.542 -3.257 0.00
H -4.828 0.600 -1.555 0.00
H 1.441 1.584 4.275 0.00
H 3.554 2.818 4.302 0.00
H 4.972 2.927 2.281 0.00
H 4.303 1.759 0.233 0.00
H 1.964 -2.038 0.754 0.02
H 2.990 -2.350 -2.102 0.00
H 1.318 -2.546 -1.595 -0.02
H 2.653 -4.702 -1.756 0.00
H 1.824 -4.461 -0.242 0.00
H 4.551 -5.074 -0.487 0.00
H 3.797 -4.471 0.957 0.00
H 5.120 -2.765 -1.201 0.00
H 5.768 -3.106 0.387 0.00
H 4.646 -0.847 0.195 0.00
H 4.099 -1.839 1.524 0.00
H 2.200 0.057 -2.673 0.00
H 4.555 -0.703 -1.976 0.00
H 4.922 0.992 -1.700 0.00
H 4.190 -0.430 -4.281 0.00
H 5.540 0.629 -3.956 0.00
H 2.737 1.328 -4.788 0.00
H 4.233 2.140 -5.151 0.00
H 2.858 3.574 -3.696 0.00
H 4.309 3.086 -2.850 0.00
H 1.440 2.252 -2.386 0.00
H 2.685 2.681 -1.217 0.00
Cl 1.639 5.935 -0.464 0.00
C 0.246 5.353 0.423 0.00
Cl -1.255 6.025 -0.188 0.00
Cl 0.419 5.606 2.153 0.00
C 0.175 3.884 0.208 -0.01
N 0.122 2.756 0.039 0.02
```

net charge: +3
E_HOMO (alpha / beta): -17.58 / -17.50 eV
multiplicity: 2
ΔE to the lowest compared entry with this formula, charge and spin: 0.0 kJ/mol
M: 926.5 g/mol
LUMO (alpha / beta): -10.547 / -10.944 eV

=====

Formula: H4OP2S
Source: the Open Molecules 2025 dataset
Level of theory: the ωB97M-V functional and the def2-TZVPD basis

The geometry in XYZ format:
```
8
Properties=species:S:1:pos:R:3:lowdin_charge:R:1
O 0.272 0.858 0.125 -0.87
P -1.339 1.365 0.503 0.79
P 1.029 -0.587 -0.347 0.24
S 2.837 -0.115 -0.870 0.17
H -1.888 0.493 -0.477 -0.12
H -1.677 0.418 1.516 -0.12
H 0.751 -1.405 0.708 -0.04
H 0.015 -1.026 -1.159 -0.04
```

E_HOMO: -9.38 eV
ΔE to the lowest compared entry with this formula, charge and spin: 37.1 kJ/mol
SMILES string: PO[PH2]=S
M: 114.0 g/mol
LUMO: 0.299 eV

=====

Formula: C2H10OSi2
Source: the Open Molecules 2025 dataset
Level of theory: the ωB97M-V functional and the def2-TZVPD basis

The geometry in XYZ format:
```
15
Properties=species:S:1:pos:R:3:lowdin_charge:R:1
C -0.823 1.009 -1.475 -0.27
C -1.613 -0.841 0.799 -0.23
O -0.262 1.840 1.256 -0.26
Si 2.890 -1.163 0.126 0.54
Si -0.330 0.451 0.309 0.50
H -1.381 2.017 -1.334 0.04
H 0.077 1.239 -2.244 0.06
H -1.330 0.232 -2.143 0.03
H -2.526 -0.810 0.083 0.06
H -1.333 -1.900 0.977 0.04
H -2.035 -0.261 1.553 -0.03
H -0.926 2.212 1.902 0.08
H 3.811 -0.357 -0.793 -0.16
H 3.499 -1.359 1.460 -0.18
H 2.283 -2.309 -0.477 -0.21
```

E_HOMO (alpha / beta): -7.13 / -7.17 eV
ΔE to the lowest compared entry with this formula, charge and spin: 245.4 kJ/mol
M: 106.3 g/mol
LUMO (alpha / beta): -0.353 / -0.329 eV

=====

Formula: C4H6O
Source: the Open Molecules 2025 dataset
Level of theory: the ωB97M-V functional and the def2-TZVPD basis

The geometry in XYZ format:
```
11
Properties=species:S:1:pos:R:3:lowdin_charge:R:1
C 1.584 1.556 0.861 0.03
C 1.058 0.399 0.455 -0.22
C -0.748 -0.883 -0.364 -0.23
C -1.922 -1.005 -0.957 0.03
H 2.575 1.593 1.279 0.05
H 1.040 2.485 0.749 0.06
H 1.579 -0.542 0.562 0.11
H -0.142 -1.755 -0.122 0.11
H -2.532 -0.166 -1.243 0.06
H -2.320 -2.012 -1.094 0.06
O -0.173 0.330 -0.126 -0.06
```

E_HOMO: -8.67 eV
ΔE to the lowest compared entry with this formula, charge and spin: 95.4 kJ/mol
SMILES string: C=COC=C
M: 70.1 g/mol
LUMO: 1.190 eV

=====

Formula: C3H9NOS
Source: the Open Molecules 2025 dataset
Level of theory: the ωB97M-V functional and the def2-TZVPD basis

The geometry in XYZ format:
```
15
Properties=species:S:1:pos:R:3:lowdin_charge:R:1
C 0.030 -0.258 1.518 -0.13
C 1.541 -0.052 2.064 -0.69
S 2.545 -1.366 2.609 0.69
H -0.813 -0.286 2.225 0.06
H -0.123 -1.132 0.890 0.05
H -0.099 0.622 0.856 0.05
H 2.052 0.501 1.230 0.06
H 1.626 0.816 2.731 0.05
H 1.602 -2.294 2.522 -0.16
C -1.128 1.190 -2.731 -0.35
N -1.601 -0.120 -3.124 0.06
O -0.455 1.470 -1.740 0.01
H -1.605 1.948 -3.311 0.10
H -2.602 -0.300 -3.191 0.09
H -0.971 -0.741 -2.548 0.11
```

E_HOMO: -8.64 eV
ΔE to the lowest compared entry with this formula, charge and spin: 148.6 kJ/mol
SMILES string: NC=O.CCS
M: 107.2 g/mol
LUMO: 0.826 eV

=====

Formula: C10H18N3OS
Source: the Open Molecules 2025 dataset
Level of theory: the ωB97M-V functional and the def2-TZVPD basis

The geometry in XYZ format:
```
33
Properties=species:S:1:pos:R:3:lowdin_charge:R:1
C 3.152 1.316 -0.056 -0.60
C -1.563 1.072 1.410 -0.13
C -1.302 0.456 -1.048 -0.17
C -0.092 1.575 1.336 -0.07
C 0.153 0.896 -1.141 -0.08
C -2.091 1.216 0.009 -0.38
C 0.782 0.845 0.272 -0.30
C -3.573 0.723 -0.171 -0.04
C 4.276 -2.398 0.301 -0.06
C 2.795 -2.229 0.676 -0.21
N 2.019 1.725 0.293 0.11
N 2.374 -0.901 0.498 0.07
N 1.175 -0.536 0.575 -0.24
O 0.236 -1.269 0.800 0.09
S 4.667 1.280 -0.346 1.01
H -1.769 0.156 1.886 0.11
H -2.152 1.819 1.976 0.13
H -1.864 0.594 -2.060 0.17
H -1.388 -0.532 -0.702 0.09
H 0.005 2.666 0.992 0.16
H 0.473 1.486 2.224 0.11
H 0.810 0.286 -1.704 0.11
H 0.182 1.898 -1.588 0.14
H -2.045 2.356 -0.277 0.17
H -3.640 -0.309 -0.311 0.06
H -3.941 1.156 -1.064 0.07
H -4.183 0.995 0.681 0.08
H 4.997 -1.853 0.921 0.08
H 4.623 -3.325 0.115 0.04
H 4.385 -1.818 -0.560 0.03
H 2.245 -2.842 -0.089 0.15
H 2.608 -2.620 1.649 0.12
H 1.827 2.434 0.936 0.14
```

net charge: +1
E_HOMO: -13.72 eV
ΔE to the lowest compared entry with this formula, charge and spin: 248.9 kJ/mol
M: 228.3 g/mol
LUMO: -5.474 eV

=====

Formula: C15H29BN3O9
Source: the Open Molecules 2025 dataset
Level of theory: the ωB97M-V functional and the def2-TZVPD basis

The geometry in XYZ format:
```
57
Properties=species:S:1:pos:R:3:lowdin_charge:R:1
C 1.640 1.646 -0.600 -0.12
C 0.484 1.397 -1.612 -0.33
N 0.814 0.449 -2.688 0.00
B 1.123 -0.982 -2.209 -0.70
C -0.167 -1.998 -2.165 -0.16
C -1.330 -1.539 -1.208 -0.22
C -2.431 -0.772 -2.000 -0.20
C -3.845 -1.089 -1.435 -0.17
N -4.976 -0.732 -2.342 -0.11
C -4.708 0.461 -3.170 -0.10
C -6.179 -0.642 -1.595 -0.49
C -7.003 0.654 -1.443 -0.02
O -6.613 -1.637 -1.050 0.05
O 2.110 -1.610 -3.236 -0.10
N 1.895 -1.197 -4.495 -0.12
O 1.356 -2.027 -5.176 -0.04
H 1.572 2.655 -0.158 0.05
H 1.489 0.944 0.249 0.06
H 2.643 1.422 -1.007 0.08
H 0.265 2.382 -2.096 0.10
H -0.432 1.145 -1.024 0.08
H -0.024 0.417 -3.277 0.08
H 1.690 -1.040 -1.149 0.09
H 0.210 -2.963 -1.746 0.08
H -0.554 -2.266 -3.177 0.08
H -0.890 -0.953 -0.378 0.10
H -1.774 -2.450 -0.745 0.09
H -2.346 -1.015 -3.078 0.11
H -2.273 0.321 -1.917 0.09
H -3.948 -0.526 -0.476 0.13
H -3.907 -2.165 -1.191 0.12
H -4.059 0.163 -4.011 0.09
H -5.638 0.850 -3.629 0.08
H -4.268 1.285 -2.569 0.09
H -7.925 0.555 -2.046 0.09
H -7.296 0.774 -0.384 0.08
H -6.481 1.582 -1.739 0.06
C 5.732 2.680 2.974 -0.13
C 5.264 1.365 2.411 -0.13
O 3.866 1.581 2.234 0.06
C 3.663 2.916 2.124 -0.55
O 2.630 3.417 1.808 0.15
O 4.799 3.609 2.424 0.05
H 6.749 2.931 2.674 0.13
H 5.663 2.717 4.065 0.13
H 5.715 1.146 1.439 0.14
H 5.445 0.527 3.081 0.10
C 1.469 -0.812 4.671 -0.11
C 1.863 -2.144 5.254 -0.13
O 3.011 -2.494 4.485 0.07
C 3.543 -1.344 3.994 -0.54
O 4.599 -1.272 3.443 0.15
O 2.715 -0.295 4.211 0.06
H 1.021 -0.145 5.405 0.13
H 0.792 -0.909 3.819 0.14
H 2.151 -2.073 6.306 0.13
H 1.085 -2.898 5.150 0.13
```

net charge: -1
E_HOMO: -4.01 eV
M: 406.2 g/mol
LUMO: 2.137 eV